Record 1
Here is a structure of composition C62H69AsFN7O4P2Se2Ti at a distorted geometry from the Open Molecules 2025 dataset. Energies are from wB97M-V/def2-TZVPD.

Geometry as XYZ:
```
149
Properties=species:S:1:pos:R:3:forces:R:3:lowdin_charge:R:1
Ti 1.245 0.089 0.689 1.696 1.533 -0.246 0.6005
C -5.231 0.293 4.803 -0.002 -0.017 -0.032 -0.0512
C -4.304 1.372 4.271 0.038 0.005 0.027 -0.1758
N -3.411 0.871 3.212 -0.319 -0.344 -0.023 -0.0043
C -2.200 0.459 3.558 0.266 0.522 0.104 -0.0108
C -1.222 0.084 2.651 0.017 -0.381 0.083 -0.0792
C 0.049 -0.475 3.216 -0.075 0.086 -0.268 -0.5111
O 0.159 -0.784 4.368 0.040 0.010 0.050 0.1458
O 1.000 -0.699 2.296 -0.485 -0.566 0.896 -0.2136
C -1.497 0.213 1.297 -0.185 -0.035 0.035 -0.2794
O -0.611 0.095 0.365 -0.936 -0.303 -0.505 -0.1870
C -2.866 0.459 0.914 0.072 0.004 -0.008 -0.0702
C -3.253 0.397 -0.425 0.128 -0.033 -0.004 0.0707
C -4.531 0.699 -0.781 -0.185 0.054 0.065 -0.1861
F -4.881 0.599 -2.084 0.012 -0.042 0.059 0.0679
C -5.486 1.126 0.163 0.080 0.027 -0.250 -0.1319
C -5.102 1.172 1.487 0.094 0.015 0.149 0.0717
C -3.806 0.818 1.883 -0.074 0.123 0.025 -0.1056
N -6.786 1.553 -0.189 -0.038 -0.073 -0.073 -0.0969
C -7.124 1.906 -1.565 0.036 0.050 0.102 -0.1249
C -8.458 2.675 -1.538 0.010 0.033 -0.027 -0.0674
N -8.631 3.250 -0.163 0.075 -0.029 0.007 0.0581
C -8.889 2.155 0.839 -0.023 -0.008 0.043 -0.0660
C -7.939 0.997 0.502 0.018 0.007 -0.060 -0.1195
H -5.852 0.702 5.599 -0.009 -0.002 0.002 0.0875
H -4.657 -0.536 5.217 -0.002 0.000 0.012 0.0865
H -5.884 -0.107 4.025 -0.004 0.000 -0.004 0.0661
H -3.656 1.760 5.054 0.024 0.050 -0.040 0.1191
H -4.846 2.229 3.875 0.046 0.037 0.006 0.1195
H -1.964 0.444 4.613 -0.006 -0.016 -0.010 0.1508
H -2.537 0.101 -1.180 0.003 0.000 0.007 0.1291
H -5.812 1.529 2.219 0.003 -0.007 0.006 0.1129
H -7.239 1.038 -2.219 -0.011 0.005 -0.020 0.1340
H -6.337 2.537 -1.972 0.009 -0.001 0.003 0.1348
H -9.317 2.033 -1.721 -0.013 0.010 0.027 0.1381
H -8.471 3.488 -2.261 -0.004 0.001 0.005 0.1404
H -9.365 3.957 -0.133 0.003 -0.036 -0.016 0.1897
H -7.744 3.693 0.096 -0.051 0.042 0.004 0.1842
H -9.936 1.867 0.764 -0.011 0.042 -0.018 0.1392
H -8.704 2.578 1.825 0.011 -0.006 -0.001 0.1373
H -8.447 0.264 -0.134 -0.017 -0.035 0.034 0.1378
H -7.643 0.485 1.413 0.014 0.018 -0.006 0.1285
Se 1.259 2.392 1.536 0.335 -0.341 -0.370 0.7844
Se -1.051 3.398 3.568 -0.293 0.125 0.276 0.5864
C -2.071 3.859 2.040 0.080 0.083 0.053 -0.7480
C -3.028 4.896 2.141 0.022 -0.044 0.061 -0.1389
C -3.749 5.285 1.039 -0.050 0.001 -0.071 -0.0983
C -3.525 4.643 -0.182 -0.037 0.004 0.042 -0.0999
C -2.575 3.643 -0.201 0.063 -0.087 0.040 -0.1777
N -1.866 3.245 0.860 -0.029 0.012 0.003 0.0241
C 2.480 2.371 3.019 -0.114 0.000 0.012 -0.6482
C 2.848 3.608 3.543 -0.038 0.034 -0.002 -0.1117
C 3.644 3.628 4.672 0.012 -0.001 0.020 -0.0498
C 4.031 2.423 5.245 0.016 -0.010 -0.015 -0.0504
C 3.623 1.250 4.636 0.011 0.014 0.015 -0.1435
N 2.874 1.215 3.532 -0.019 -0.048 -0.051 0.0425
H -3.155 5.388 3.095 0.005 -0.011 0.009 0.0862
H -4.461 6.100 1.111 0.005 0.008 0.012 0.1003
H -4.039 4.939 -1.087 0.018 0.004 -0.025 0.0887
H -2.354 3.124 -1.132 -0.004 -0.007 -0.020 0.0930
H 2.498 4.520 3.080 -0.012 0.004 0.015 0.1025
H 3.950 4.570 5.107 -0.007 0.005 0.010 0.1151
H 4.639 2.394 6.138 -0.006 -0.008 0.008 0.1084
H 3.905 0.286 5.045 0.031 -0.013 -0.001 0.1155
C 4.886 1.837 0.154 -0.099 0.094 0.109 -0.2213
P 3.928 0.288 0.237 0.027 -0.217 -0.577 1.0452
C 4.023 -0.118 -1.589 -0.217 0.054 0.094 -0.3694
N 5.157 -0.526 -2.080 0.058 -0.012 -0.033 0.1430
C 5.205 -0.900 -3.386 0.134 -0.040 0.058 -0.1993
C 6.425 -1.363 -3.937 -0.045 0.013 0.043 -0.0009
C 6.460 -1.783 -5.234 -0.083 -0.005 -0.097 -0.0555
C 5.291 -1.751 -6.037 0.123 -0.026 0.050 -0.0622
C 4.108 -1.305 -5.526 -0.053 0.041 0.072 -0.0229
C 4.049 -0.867 -4.182 -0.107 -0.018 -0.113 -0.2121
N 2.893 -0.352 -3.686 0.037 0.036 -0.091 0.1402
C 2.880 0.052 -2.448 -0.028 0.064 0.205 -0.4081
P 1.383 1.000 -1.889 0.455 -0.272 -0.213 1.0482
C 0.123 0.156 -2.904 -0.032 -0.040 0.057 -0.2373
C 1.633 2.693 -2.710 -0.217 0.074 0.215 -0.6726
C 1.774 3.744 -1.607 0.010 0.028 0.002 -0.1298
C 0.383 3.037 -3.525 0.005 0.002 -0.037 -0.0952
C 2.860 2.742 -3.618 -0.018 -0.022 -0.072 -0.0783
C 5.042 -0.928 1.176 -0.141 0.084 0.048 -0.6617
C 5.977 -1.794 0.336 0.071 0.012 0.008 -0.0906
C 5.885 -0.109 2.161 0.030 0.057 0.008 -0.0903
C 4.115 -1.852 1.966 -0.049 0.026 0.040 -0.1108
H 5.890 1.618 -0.210 0.004 0.025 -0.001 0.0605
H 4.935 2.323 1.127 -0.003 0.002 0.000 0.0482
H 4.398 2.515 -0.546 0.002 -0.019 0.021 0.0255
H 7.306 -1.370 -3.309 0.000 -0.007 0.020 0.1190
H 7.388 -2.137 -5.662 0.006 0.005 -0.012 0.1119
H 5.348 -2.073 -7.068 0.004 -0.010 -0.005 0.1119
H 3.207 -1.255 -6.123 -0.010 0.002 0.002 0.1176
H 0.434 0.109 -3.946 -0.016 -0.006 0.009 0.0496
H -0.836 0.664 -2.814 -0.010 0.008 0.001 0.0385
H 0.016 -0.858 -2.518 0.001 0.023 0.013 0.0112
H 0.893 3.780 -0.964 -0.007 0.008 -0.021 0.0422
H 1.901 4.726 -2.068 0.010 -0.003 -0.005 0.0960
H 2.634 3.560 -0.963 -0.022 0.008 -0.008 0.0412
H -0.523 3.012 -2.916 0.015 0.010 0.010 0.0676
H 0.250 2.377 -4.382 -0.005 -0.005 -0.013 0.0798
H 0.492 4.055 -3.905 -0.003 0.005 0.001 0.0961
H 3.787 2.544 -3.075 -0.005 -0.007 0.008 0.0808
H 2.928 3.749 -4.033 0.029 0.006 0.001 0.0964
H 2.792 2.038 -4.447 -0.005 0.013 0.019 0.0780
H 6.698 -1.210 -0.230 -0.017 -0.011 0.024 0.0745
H 5.436 -2.431 -0.365 -0.003 0.010 0.016 0.0629
H 6.524 -2.438 1.031 0.001 -0.024 -0.004 0.0947
H 6.686 0.428 1.654 0.006 0.008 0.002 0.0839
H 6.345 -0.797 2.873 0.017 -0.001 -0.007 0.0975
H 5.293 0.608 2.730 -0.012 -0.057 0.004 0.0539
H 3.559 -2.505 1.294 -0.009 -0.010 -0.003 0.0491
H 4.715 -2.483 2.627 0.002 -0.025 -0.026 0.0999
H 3.405 -1.293 2.580 0.041 0.005 0.022 0.0573
O 1.680 -1.544 -0.320 -0.402 -0.507 0.144 -0.5745
As 0.956 -3.077 -0.516 0.191 -0.002 -0.082 1.3197
C 1.871 -3.768 -2.033 0.146 0.091 -0.160 -0.2938
C 3.179 -4.167 -1.751 -0.016 0.003 -0.066 -0.0951
C 4.036 -4.510 -2.786 0.004 0.003 0.041 -0.0495
C 3.589 -4.462 -4.098 -0.004 0.025 -0.022 -0.0593
C 2.288 -4.069 -4.378 -0.008 -0.008 0.001 -0.0649
C 1.430 -3.704 -3.352 0.053 -0.092 0.057 -0.0766
C 1.304 -4.303 0.901 0.028 -0.008 0.126 -0.3202
C 1.264 -5.654 0.558 0.008 0.018 0.057 -0.0870
C 1.396 -6.611 1.551 -0.008 -0.013 -0.020 -0.0551
C 1.560 -6.221 2.874 0.016 0.025 0.016 -0.0508
C 1.594 -4.875 3.210 -0.013 -0.004 -0.006 -0.0428
C 1.462 -3.906 2.226 0.068 0.004 -0.032 -0.0909
C -0.960 -3.005 -0.586 -0.088 0.020 -0.055 -0.2737
C -1.699 -2.976 -1.765 -0.030 0.077 0.097 -0.0846
C -3.086 -3.025 -1.709 0.037 0.016 0.004 -0.0627
C -3.731 -3.097 -0.483 0.001 0.005 -0.006 -0.0664
C -2.995 -3.110 0.693 -0.006 0.009 -0.010 -0.0565
C -1.611 -3.070 0.645 0.006 -0.002 -0.020 -0.0825
H 3.529 -4.221 -0.726 0.013 0.029 -0.004 0.1043
H 5.050 -4.816 -2.565 0.004 -0.002 0.003 0.1179
H 4.260 -4.720 -4.906 -0.002 -0.031 -0.006 0.1163
H 1.940 -4.038 -5.402 0.001 0.017 -0.004 0.1162
H 0.432 -3.385 -3.600 -0.038 0.029 -0.016 0.0832
H 1.143 -5.962 -0.474 -0.010 -0.006 0.006 0.1114
H 1.372 -7.661 1.292 0.005 -0.004 -0.002 0.1147
H 1.668 -6.972 3.645 -0.004 -0.003 0.009 0.1150
H 1.723 -4.571 4.240 0.005 -0.007 0.008 0.1186
H 1.505 -2.859 2.493 -0.040 -0.018 -0.015 0.0827
H -1.219 -2.917 -2.728 0.011 -0.004 -0.042 0.0808
H -3.657 -3.014 -2.627 -0.008 -0.012 -0.007 0.1151
H -4.811 -3.157 -0.446 -0.013 0.010 0.000 0.1120
H -3.495 -3.172 1.651 -0.004 0.001 0.012 0.1164
H -1.044 -3.108 1.569 -0.007 -0.012 -0.010 0.1088
```
Positions in Å, forces in eV/Å.

Values from the calculation:
- E_tot (eV) = -319967.2721
- energy relative to the best compared isomer or geometry (same formula, charge and spin) (kJ/mol) = 116.4
- E_LUMO (eV) = -4.6427
- charge = +2
- frontier orbital gap (eV) = 4.843

=====

Record 2
Here is the ion C3H7NO with charge +1 at a distorted geometry from the Open Molecules 2025 dataset. Energies are from wB97M-V/def2-TZVPD.

Geometry as XYZ:
```
12
Properties=species:S:1:pos:R:3:forces:R:3:lowdin_spin:R:1
C -0.357 0.245 1.492 -0.892 0.415 0.289 -0.0075
C 0.834 0.276 0.613 -0.456 0.506 -0.335 -0.0018
N 0.786 -0.209 -0.708 -0.124 0.536 0.474 0.5103
C -0.435 -0.503 -1.408 0.482 -0.455 -0.660 0.0754
O 1.817 0.960 0.811 0.390 -0.160 0.125 0.3661
H -1.218 -0.334 1.174 0.377 -0.531 -0.125 0.0008
H -0.117 0.042 2.532 0.257 -0.220 -0.033 -0.0030
H -0.755 1.270 1.502 0.342 0.064 -0.036 -0.0046
H 1.617 0.091 -1.226 0.076 -0.413 -0.073 0.0061
H -1.224 0.193 -1.131 -0.106 -0.038 0.022 0.0234
H -0.717 -1.534 -1.175 -0.235 0.007 0.328 0.0348
H -0.231 -0.498 -2.476 -0.111 0.287 0.024 0.0000
```
Positions in Å, forces in eV/Å.

Values from the calculation:
- E_tot (eV) = -6752.8298
- <S²> = 0.778
- energy relative to the best compared isomer or geometry (same formula, charge and spin) (kJ/mol) = 18.4
- spin multiplicity = 2
- E_LUMO (alpha / beta) (eV) = -4.3188 / -9.1102
- charge = +1
- frontier orbital gap (alpha / beta) (eV) = 13.073 / 7.555

=====

Question: Which of these has the lowest E_tot?
Answer: C62H69AsFN7O4P2Se2Ti